DFT (ωB97M-V/def2-TZVPD) results for a structure of composition C16H26F6O4PbS4 in a non-equilibrium geometry.

Last column: Löwdin charge in e.
Element x y z (Å)
Pb 8.37434 9.17586 6.08994  1.5365
C 8.02428 13.46573 11.26112  -0.6673
C 6.78275 12.64396 11.61523  -0.4340
S 6.05303 11.13747 10.88716  1.2383
C 6.39745 10.87222 9.13638  -0.4876
C 5.26259 10.93994 8.16386  -0.4649
S 5.83540 10.84517 6.40487  0.8491
C 6.46291 12.53913 6.29635  -0.5125
C 6.94467 13.03060 4.94145  -0.4713
S 8.65394 12.67356 4.32311  0.9240
C 9.58401 13.89939 5.18028  -0.3820
C 10.24401 13.27125 6.51179  -0.3023
S 9.56064 12.79675 10.67689  0.7118
H 8.31124 14.05220 12.11818  0.0768
H 7.80166 14.18178 10.46672  0.0724
H 5.92657 13.33012 11.60453  0.1075
H 6.88220 12.21830 12.64570  0.1028
H 6.81933 9.83854 9.11726  0.0993
H 7.21623 11.53960 8.83578  0.0624
H 4.63586 11.80485 8.25918  0.0852
H 4.68586 9.99680 8.21727  0.0991
H 7.33447 12.63586 6.96130  0.0583
H 5.62399 13.16412 6.54072  0.0867
H 6.84206 14.11376 4.89204  0.0891
H 6.25710 12.63480 4.19303  0.0811
H 8.99486 14.74420 5.45944  0.0865
H 10.41865 14.15778 4.53132  0.0827
H 9.51729 13.50179 7.27179  0.1198
H 11.74757 13.79803 7.71168  0.1029
C 12.57998 10.55114 6.89649  0.0149
C 11.66836 11.11867 5.81366  -0.4758
C 12.53722 11.94965 4.86635  0.0135
O 11.05171 9.94033 5.21790  -0.1137
C 10.40167 11.75489 6.46249  -0.2694
O 11.50529 13.91601 6.79310  0.0075
O 9.57068 11.07467 7.10149  -0.1235
H 13.48776 10.14175 6.54863  0.0943
H 12.02974 9.76290 7.39970  0.0932
H 12.85050 11.32582 7.61264  0.1010
H 13.14015 11.35022 4.17828  0.1129
H 13.25089 12.54719 5.44216  0.1050
H 11.95015 12.63137 4.27330  0.0728
H 11.26999 9.88100 4.26308  0.1328
C 8.67251 6.12218 9.29164  0.0386
C 8.67387 6.71002 7.85827  -0.4445
O 8.63638 8.11526 7.92104  -0.3537
C 10.02231 6.35901 7.13429  -0.4827
F 10.11242 6.89953 5.88442  0.0781
F 10.12292 5.00848 6.90107  0.1418
F 11.16812 6.71053 7.79198  0.1529
C 7.47435 6.18157 7.05065  -0.5448
F 6.32812 6.59330 7.59499  0.1638
F 7.51420 6.64474 5.75535  0.0432
F 7.42023 4.82910 6.94113  0.1757
H 9.26921 6.68266 9.98582  0.0912
H 8.87212 5.03582 9.30631  0.1179
H 7.63866 6.27316 9.68874  0.1065

Cartesian forces, eV/Å:
Pb 0.9485 0.1366 -0.7973
C 0.1866 -0.2063 -1.2147
C 0.1772 -0.6781 0.9260
S 0.1350 0.2402 -0.3446
C 2.1179 -0.0324 0.1250
C -0.7571 -1.5816 -1.1893
S -0.0973 0.3055 0.7420
C 1.4510 0.1409 -0.0600
C -0.0125 -0.4727 -1.0068
S -1.6603 -0.5843 -0.2823
C 2.1928 -1.4351 1.4748
C 0.4077 1.2076 -0.7439
S 0.0061 -0.8135 -0.1226
H -0.3681 0.3520 0.5605
H -0.3085 0.2272 0.1078
H -0.1864 -0.0937 0.2433
H -0.1776 0.5689 -0.5147
H -0.1272 0.4663 0.1768
H -0.1165 -0.0735 0.2786
H -0.4068 0.3522 0.0866
H -0.1819 0.7358 0.2629
H -0.6095 0.1527 0.3330
H -0.2568 0.3805 0.5483
H -0.0170 0.0187 0.1202
H 0.1718 0.0841 -0.3201
H -0.2326 0.6805 -0.0199
H -0.1213 0.3907 -0.0215
H -0.2172 -0.1292 0.7427
H -0.0412 -0.0049 0.3887
C -1.4288 0.6539 1.3034
C 0.0172 -1.3596 -0.0480
C -0.3299 0.3626 0.0596
O 0.1550 0.0205 -1.3650
C 0.0470 0.2963 1.1233
O -1.1472 -0.4739 -0.9235
O 1.0492 0.6921 -1.1453
H 0.9003 -0.3916 -0.9460
H 0.0038 -0.0793 0.3161
H -0.0177 0.0570 0.1731
H -0.2850 -0.3476 0.2405
H -0.2920 -0.0970 -0.0552
H -0.1550 0.2669 -0.3576
H -0.0989 0.1176 0.7851
C -1.8748 -0.4356 -0.3876
C 1.6665 0.5775 0.8007
O -0.5825 -0.1561 -0.0679
C 1.3248 -2.3378 -0.4327
F -0.2338 0.6334 0.5485
F -0.2733 1.2711 0.5969
F -1.8540 0.0559 -0.4113
C 0.0114 -1.9576 -0.3280
F 0.1023 0.2078 -0.2073
F -0.2848 0.1914 0.4417
F 0.1409 1.4287 0.3507
H 0.8281 0.1549 -0.1584
H 0.1105 0.6090 0.0005
H 0.6019 -0.2956 -0.3862

Results
Total energy (eV): -90079.436
HOMO-LUMO gap (spin up / spin down) (eV): 6.6 / 4.2
Total charge: +2

=====

DFT (ωB97M-V/def2-TZVPD) results for a structure of composition C16H26IrN2OSe3.

Last column: Löwdin charge in e.
Element x y z (Å)
Ir -0.34613 -0.20985 0.58707  0.6808
C -2.72773 2.11285 1.53821  -0.3009
Se -1.48972 0.94005 2.49153  0.9768
C -2.96442 0.01018 3.47440  -0.4481
C -2.66871 -0.79263 4.73639  -0.4605
Se -2.32117 -2.70384 4.52499  1.3194
C -3.18897 -3.42054 6.09205  -0.2616
H -3.19780 2.74788 2.28657  0.0624
H -3.46554 1.52763 0.99619  0.0540
H -2.12740 2.72948 0.87364  0.0439
H -3.62247 -0.49279 2.76891  0.0890
H -3.47864 0.90975 3.82115  0.0893
H -3.55222 -0.74560 5.37651  0.0991
H -1.83241 -0.39252 5.31749  0.1007
H -3.33226 -2.63382 6.82871  0.0651
H -2.55352 -4.22620 6.46066  0.0660
H -4.14257 -3.82994 5.74351  0.0764
C 2.81584 1.63951 -3.52748  0.0508
N 1.49178 1.01242 -3.72040  -0.0337
C 0.70056 0.40920 -2.76328  -0.5953
Se 1.21814 0.20594 -1.03936  1.0249
N -0.43822 -0.00142 -3.41055  0.1633
C -0.38458 0.31124 -4.71797  -0.1034
C -1.28594 0.09959 -5.77513  0.0502
C -0.87722 0.57124 -6.98748  0.0500
C 0.39026 1.23740 -7.18828  0.0458
C 1.27557 1.45029 -6.17771  0.0586
C 0.87480 0.97403 -4.91076  -0.0975
H 3.14349 1.50195 -2.50335  0.0636
H 2.72952 2.70108 -3.75133  0.1308
H 3.52119 1.15797 -4.20185  0.1295
H -1.19437 -0.51375 -2.97728  0.1844
H -2.23321 -0.40271 -5.63772  0.1421
H -1.52071 0.45026 -7.85015  0.1470
H 0.62840 1.57226 -8.18990  0.1468
H 2.22264 1.94671 -6.33629  0.1425
C 3.36165 -1.33405 2.26770  -0.1136
C 3.35007 0.18321 2.07839  -0.1326
C 1.94010 0.55809 2.44505  -0.1397
O 1.10857 -0.60052 1.91681  -0.4766
C 2.01601 -1.78580 1.73523  -0.1193
H 3.46760 -1.59227 3.32062  0.1400
H 4.17030 -1.81903 1.72390  0.1456
H 3.58274 0.47074 1.05133  0.1112
H 4.06390 0.68193 2.73263  0.1511
H 1.54226 1.46229 1.99511  0.1047
H 1.76250 0.55408 3.51908  0.1421
H 2.01626 -2.03464 0.67345  0.0983
H 1.55180 -2.59735 2.28903  0.1363

Cartesian forces, eV/Å:
Ir 0.1954 -0.1141 0.6575
C 0.1571 0.0912 0.0557
Se -0.1574 -0.0733 -0.0391
C 0.0172 0.0980 -0.0919
C -0.0068 -0.0038 0.0453
Se -0.0375 -0.0061 0.0004
C 0.0782 0.0504 -0.0403
H -0.0287 -0.0029 -0.0069
H -0.0007 -0.0029 0.0030
H -0.0322 -0.0008 -0.0214
H 0.0605 -0.0516 -0.0204
H -0.1181 -0.0516 -0.0349
H 0.0043 0.0321 0.0087
H 0.0062 -0.0264 0.0039
H -0.0009 -0.0125 0.0204
H -0.0192 -0.0154 -0.0024
H -0.0153 0.0028 0.0285
C -0.0651 -0.0616 -0.0098
N 0.0051 0.0711 0.4167
C -0.1220 0.2005 -0.8336
Se 0.1211 -0.1535 0.1157
N 0.1029 -0.0961 0.3905
C -0.0277 0.1115 -0.3533
C 0.1440 0.0007 0.2400
C 0.0604 0.0637 -0.1384
C -0.0838 -0.0292 -0.0474
C 0.0097 -0.0713 0.1220
C -0.1982 -0.0471 -0.2452
H 0.0082 0.0193 -0.0010
H 0.0357 -0.0039 -0.0047
H 0.0177 0.0336 0.0041
H 0.0306 -0.0408 0.0076
H -0.0078 0.0018 -0.0049
H -0.0031 -0.0182 0.0058
H 0.0079 0.0132 0.0061
H -0.0030 0.0083 -0.0020
C -0.0016 -0.0479 -0.0137
C 0.0170 0.0410 0.0450
C -0.0500 -0.1011 0.0238
O -0.1021 0.2354 -0.2404
C -0.1067 -0.1834 -0.0375
H -0.0165 0.0159 0.0033
H 0.0081 0.0053 0.0116
H 0.0077 -0.0274 -0.0008
H 0.0094 0.0085 -0.0137
H 0.0354 0.0256 0.0007
H 0.0118 0.0269 -0.0021
H 0.0362 0.0924 -0.0072
H 0.0167 -0.0064 -0.0033

Results
Total energy (eV): -220874.053
⟨S²⟩: 0.75
HOMO-LUMO gap (spin up / spin down) (eV): 4.9 / 4.9
Spin multiplicity: 2
Total charge: +4

=====

DFT (ωB97M-V/def2-TZVPD) results for a structure of composition C16H26IrO4 in a non-equilibrium geometry.

Last column: Löwdin charge in e.
Element x y z (Å)
Ir -0.13630 -0.21200 0.28780  1.5874
C 1.11020 4.15020 -0.54410  0.0377
C 0.20950 3.01380 -0.19250  -0.3244
O 0.69340 1.90430 0.02000  -0.0428
C -1.23710 3.28130 -0.20720  -0.0581
C -1.77550 4.51530 0.10920  0.0391
C -3.13890 4.77600 -0.04190  0.0354
C -3.99450 3.78620 -0.53580  -0.0055
C -3.50750 2.55090 -0.86000  0.0769
C -2.11740 2.20910 -0.65370  -0.3005
O -1.73960 1.02820 -0.84730  -0.0679
H 2.13780 3.81020 -0.65730  0.1063
H 1.08050 4.92060 0.22430  0.1093
H 0.76960 4.60920 -1.47100  0.1182
H -1.14060 5.29720 0.49550  0.1337
H -3.52670 5.75420 0.19340  0.1364
H -5.04610 4.00020 -0.66510  0.1346
H -4.14350 1.76930 -1.24750  0.1394
C 2.99020 0.15140 1.68820  -0.0475
O 2.22600 -0.37510 0.61390  -0.3361
C 2.73430 -1.59330 0.08060  -0.1606
C 2.18470 -1.72450 -1.33180  -0.1557
O 0.76060 -1.72950 -1.28610  -0.3244
C 0.15910 -1.78520 -2.57510  -0.0476
H 3.94810 0.51890 1.31000  0.1145
H 3.16520 -0.59630 2.46300  0.1105
H 2.42640 0.98360 2.10000  0.0927
H 2.43700 -2.43940 0.71310  0.1370
H 3.82870 -1.55460 0.03280  0.1523
H 2.53800 -2.64990 -1.80050  0.1563
H 2.52290 -0.86570 -1.92400  0.1457
H 0.21650 -2.81000 -2.95990  0.1166
H 0.65860 -1.11730 -3.28000  0.1084
H -0.88610 -1.50150 -2.45560  0.0930
C -0.49440 -3.15340 1.78550  -0.0822
C -1.69780 -2.32500 2.24580  -0.4892
C -3.00710 -3.12140 2.05250  -0.0521
C -1.80370 -1.03790 1.48410  -0.1831
H -0.60200 -4.18570 2.10990  0.0956
H 0.42210 -2.75160 2.21900  0.0726
H -0.41810 -3.14140 0.69830  0.0626
H -1.59520 -2.12350 3.31750  0.1414
H -3.10390 -3.44720 1.01970  0.0892
H -3.87780 -2.52790 2.32110  0.0878
H -2.98660 -4.00010 2.69120  0.0940
H -2.26420 -0.23520 2.06030  0.0807
H -2.33580 -1.20710 0.53160  0.0727

Cartesian forces, eV/Å:
Ir 0.1148 0.0083 0.4284
C 0.3075 -0.1546 -0.0177
C 0.0778 0.8517 -0.1052
O 0.0955 -0.8982 0.2064
C -0.3323 -0.1326 0.1279
C 0.8335 -0.5877 -0.0985
C -0.3702 -0.0896 -0.0700
C -0.1559 -0.1544 -0.1199
C -0.0866 -0.1034 -0.0495
C -0.1241 0.4536 0.1858
O 0.0073 -0.3201 -0.0889
H -0.0763 -0.0305 0.0547
H -0.0494 0.0806 0.1247
H -0.0309 0.0450 -0.0496
H 0.1087 0.1054 -0.0536
H -0.0251 0.0996 0.0865
H -0.0178 0.0152 -0.0182
H -0.0835 -0.0517 -0.0295
C 0.2946 0.4535 0.4934
O -0.9533 -0.1391 -0.4477
C -0.0517 -0.5092 -0.5777
C 0.7923 0.0145 0.2678
O -0.3546 0.7866 0.9612
C -0.4314 -0.3642 -0.6766
H -0.0892 -0.0765 0.0007
H -0.0869 -0.0530 -0.0414
H 0.0333 0.0135 0.0489
H 0.0351 0.1276 -0.0601
H -0.1526 0.0380 0.0043
H -0.0675 0.0921 0.0918
H -0.0585 -0.1115 -0.0292
H 0.0093 0.1681 0.1065
H -0.0261 0.0914 0.1313
H 0.0793 -0.0306 -0.0908
C -0.2096 0.1213 0.2223
C 0.2578 -0.5271 0.2415
C 0.2319 0.2829 0.0563
C 0.2237 0.2684 -0.3705
H 0.1103 -0.0760 -0.0069
H 0.1487 0.0021 -0.0506
H 0.0355 -0.1415 -0.1778
H 0.0524 0.1266 -0.1652
H -0.0534 -0.0523 -0.1463
H -0.0877 0.0209 0.0008
H -0.0027 -0.0846 0.0466
H 0.1523 0.2663 -0.2119
H -0.0244 0.1555 -0.1345

Results
Total energy (eV): -28021.322
⟨S²⟩: 8.79
HOMO-LUMO gap (spin up / spin down) (eV): 8.5 / 7.2
Spin multiplicity: 6
Total charge: +2

=====

DFT (ωB97M-V/def2-TZVPD) results for an isolated molecule of C16H26N2O in a non-equilibrium geometry.

Last column: Löwdin charge in e.
Element x y z (Å)
C 3.58128 3.08025 0.68319  -0.0810
C 2.18870 2.92769 1.33144  -0.2716
O 1.20813 2.96074 0.25525  -0.1790
C -0.22021 2.97779 0.71667  -0.1463
C -1.00390 1.66615 0.90235  -0.1199
N -0.99349 0.78358 -0.33233  -0.0895
C -1.08558 1.37472 -1.65700  -0.2016
C -1.74314 0.43369 -2.60997  -0.1688
C -0.91143 -0.83300 -2.69567  -0.3657
N -1.51938 -1.71967 -3.73935  0.0458
C -0.84563 -1.50939 -1.31724  -0.2698
C -0.07350 -2.81416 -1.33638  -0.0636
C -0.21465 -0.44186 -0.26747  -0.2077
C -0.17429 -1.24106 1.04814  -0.1903
C 1.10173 -1.52826 1.66661  -0.0510
C 1.16223 -2.15592 2.84762  -0.0953
C -0.05045 -2.56988 3.43383  -0.1073
C -1.25259 -2.48106 2.81843  -0.0850
C -1.35287 -1.71714 1.63660  -0.0272
H 3.67496 3.93316 -0.02621  0.0815
H 4.31019 3.40794 1.44799  0.0736
H 3.81059 2.12821 0.21218  0.0663
H 2.00397 3.63038 2.15243  0.1066
H 2.14627 1.93433 1.82036  0.1092
H -0.16894 3.49120 1.66171  0.1033
H -0.76322 3.44223 -0.13766  0.1108
H -1.99633 1.94620 1.18811  0.1027
H -0.71491 1.13539 1.82549  0.1169
H -0.07715 1.57215 -2.08726  0.1370
H -1.77571 2.25799 -1.66502  0.1373
H -2.81556 0.21139 -2.31779  0.1443
H -1.86626 0.88668 -3.58599  0.1076
H 0.04301 -0.62060 -2.95606  0.1039
H -1.08716 -2.58093 -3.92389  0.0245
H -1.42947 -1.18722 -4.64184  0.0909
H -1.81811 -1.85896 -1.02866  0.1259
H -0.61395 -3.48311 -2.05992  0.0904
H 0.99440 -2.64078 -1.54625  0.0897
H -0.03403 -3.28784 -0.33983  0.0781
H 0.81653 -0.35374 -0.57315  0.1307
H 1.96175 -1.22102 1.06896  0.1136
H 2.08736 -2.48116 3.32306  0.1087
H -0.03701 -3.05233 4.44397  0.1156
H -2.15076 -2.92642 3.15789  0.0929
H -2.30142 -1.47636 1.20264  0.1127

Cartesian forces, eV/Å:
C -0.3354 1.1568 0.5867
C -0.1376 -0.8542 -0.9220
O -1.1352 -0.2899 1.3319
C 1.2553 -0.5224 -1.4237
C 1.7831 -0.8216 -0.9692
N -0.3222 0.1708 2.3853
C -0.3658 0.7040 0.2398
C -1.3065 -1.1699 -0.0216
C -3.5648 -2.1235 0.5078
N -0.7149 2.6634 -0.8485
C 1.0064 0.8209 0.1138
C 0.3820 -0.3616 -0.1057
C -1.5306 -2.4282 -0.6501
C 0.0936 0.8319 0.8689
C -1.4061 1.4028 -2.9055
C -0.5131 -1.2651 1.6055
C 0.9679 -1.3661 2.0940
C -0.4135 1.5035 -1.7346
C 1.7278 0.0298 0.1537
H -0.6524 -0.7635 0.0938
H -0.1537 -0.8617 -0.0953
H 0.4786 0.2069 -0.0973
H -0.2290 0.4552 -0.4580
H 0.0331 0.2275 -0.1800
H -0.6828 0.7558 0.1980
H 0.6203 0.5467 0.9870
H -1.0166 0.4813 -0.3962
H 0.4974 -0.3257 -0.7736
H -0.3758 0.6140 0.3658
H 1.1260 -0.2892 0.4213
H 1.2363 -0.0437 0.0371
H 0.3607 0.2566 -0.4018
H 3.2997 1.0521 -0.8545
H 1.0265 -1.2279 0.2046
H -0.3533 -0.7619 1.1290
H -0.9473 0.6825 0.3822
H 1.0373 0.3034 0.6517
H -0.2700 -0.2580 -0.6086
H -0.4583 0.0638 -0.4649
H 0.7373 0.5494 -0.3215
H 0.0650 -0.0891 0.4620
H -0.1072 0.4731 -0.1039
H 0.2274 0.2718 -1.0581
H -0.5773 -0.3201 0.8430
H -0.3925 -0.0807 -0.2683

Results
Total energy (eV): -22039.472
Structure (SMILES): CCOCCN1CC[C@H](N)[C@@H](C)[C@@H]1c1ccccc1
HOMO-LUMO gap (eV): 8.9
ΔE to the lowest compared entry with this formula, charge and spin (kcal/mol): 71.8
Total charge: 0